The following is a quantum chemistry calculation of a structure of composition C23H34N4O4Pm in a non-equilibrium geometry, from the Open Molecules 2025 dataset.

Each line ends with the Mulliken spin population.
CARTESIAN COORDINATES (ANGSTROEM)
C -3.7287 2.0782 -0.6380  0.00
H -5.0734 1.3526 -2.1206  0.00
H -1.0334 2.0231 2.6408  0.00
H 4.2857 -0.8953 -1.2476  0.00
H -5.4410 3.2760 -0.9967  0.00
C -2.6130 -3.5914 -0.8318  0.00
C 3.7936 0.8182 0.6080  0.00
C -1.0776 -3.2815 1.3891  0.00
H -0.4492 -3.1333 2.2644  0.00
N 3.0407 2.8909 -0.5028  0.00
H 2.6050 -5.4797 0.1757  0.00
H -2.0464 0.0902 -0.8299  0.00
H -4.0742 -5.8679 1.0926  0.00
H -4.5125 -5.3814 -0.5067  0.00
N -3.9095 -5.2725 0.2939  0.00
C 5.1398 -4.2079 -0.1813  0.00
H -6.2090 4.8544 0.9583  0.00
C 2.1595 3.6490 -1.3703  0.00
H -3.3765 1.1642 -2.5316  0.00
O 3.3843 -0.5557 0.6215  0.00
H -1.3077 -2.1169 -1.6789  0.00
O -0.6789 0.4772 0.6146  -0.01
O 1.8319 0.9836 -0.7636  0.00
H 4.8225 0.9209 0.2431  0.00
H -2.2610 -4.7669 2.3247  0.00
H 1.4536 2.9785 -1.8558  0.00
C -1.7302 0.7936 -0.0343  0.00
H 1.9837 -4.6477 -1.2637  0.00
H 1.6131 4.3932 -0.7920  0.00
H 3.9239 4.6881 0.0444  0.00
H 2.7450 4.1671 -2.1299  0.00
H 4.3924 3.3339 1.0614  0.00
H 5.0542 3.4964 -0.5777  0.00
C -4.2607 4.1204 0.5735  0.00
H 5.1159 -1.6173 0.1653  0.00
H -4.9142 5.8372 1.6696  0.00
C -2.0874 -4.2000 1.4263  0.00
C 2.8851 -4.9877 -0.7576  0.00
H -2.8188 4.7535 2.0254  0.00
C 3.2778 -2.6443 -0.5262  0.00
C 4.1404 -1.3988 -0.2777  0.00
H 5.5081 -3.6947 0.7058  0.00
H 5.7991 -3.9894 -1.0221  0.00
H -0.8046 3.7656 2.4830  0.00
Pm 0.8966 -0.8350 0.1224  4.02
C -2.5386 1.9217 0.1556  0.00
H -4.1318 0.0851 -1.3465  0.00
C 4.1653 3.6277 0.0403  0.00
O 2.0512 -2.4199 -0.7748  0.00
N 3.7630 -3.8606 -0.4839  0.00
C -5.1978 5.2345 0.8122  0.00
H -3.2054 -3.6905 -1.7266  0.00
N -0.7787 -2.5190 0.3049  -0.01
C -4.5458 3.1559 -0.4052  0.00
C -4.0956 1.1086 -1.7146  0.00
C -3.0715 3.9939 1.3018  0.00
C -0.9656 2.8465 1.9278  0.00
H -0.1029 2.6615 1.2829  0.00
C -1.5667 -2.7094 -0.7887  0.00
H 3.7590 1.1662 1.6505  0.00
H -5.2526 5.8805 -0.0657  0.00
C 2.8178 1.6184 -0.2795  0.00
H 5.1901 -5.2762 0.0166  0.00
H 3.3990 -5.7082 -1.3915  0.00
C -2.9174 -4.3933 0.2956  0.00
C -2.2164 2.9331 1.1208  0.00

Values from the calculation:
energy relative to the best compared isomer or geometry (same formula, charge and spin) = 27.6 kcal per mole
net charge = +3
2S+1 = 5
gap between HOMO and LUMO (spin up / spin down) = 7.67 / 7.78 eV
⟨S²⟩ = 6.005
E_LUMO (spin up / spin down) = -8.800 / -8.687 eV
M = 575.549 g/mol



The following is a quantum chemistry calculation of a structure of composition C23H34N8O3S2V in a non-equilibrium geometry, from the Open Molecules 2025 dataset.

Each line ends with the natural charge from an NBO analysis.
CARTESIAN COORDINATES (ANGSTROEM)
H 0.2377 -0.4481 -3.6491  0.22
C -2.3431 1.5439 -1.8943  -0.23
V 1.0922 0.0664 0.1142  1.69
C -0.1343 -3.2201 -3.6317  -0.42
N 2.1500 1.7847 -0.0213  -0.56
C -0.4765 1.1993 2.6541  -0.25
H 0.5391 -3.9403 -4.1007  0.24
C 1.4239 2.7560 -0.6191  0.22
H 1.9729 -1.7476 2.8122  0.20
H -5.1153 1.2132 1.3373  0.20
H 2.3940 1.2951 3.0527  0.21
H 3.4235 -2.6591 0.9161  0.21
H -1.2078 1.3216 1.8562  0.22
C 1.0730 -1.1129 -3.4024  -0.41
H -3.3062 1.1664 -2.1951  0.27
H 1.3136 0.2452 4.0248  0.24
S -2.9348 -1.4057 1.4426  -0.50
H -0.8471 -5.1480 -1.2659  0.24
N 0.5822 -2.3157 -2.7470  -0.35
C 0.6172 -2.3933 -1.4113  0.80
C -5.5087 0.2039 1.2052  -0.42
H -2.6406 3.5154 -2.7111  0.27
C 1.0622 5.0062 -1.4674  0.11
N -5.2754 -0.6068 2.3752  -0.55
H 3.5841 5.3659 -0.4473  0.27
H -4.8605 -2.1943 4.3221  0.41
C 3.9346 3.3576 0.2616  -0.22
C -0.2427 4.6337 -1.9191  0.08
H -0.9279 -3.7461 -3.1101  0.23
S 0.0692 6.9480 -2.4687  1.10
H -0.2565 2.1747 3.1009  0.21
C 1.9158 4.0666 -0.8064  -0.06
H 0.7444 -5.0126 -2.0620  0.23
H 3.4794 -0.8620 3.1747  0.24
N -0.2718 1.1238 -0.7895  -0.57
N -0.8802 5.6537 -2.4796  -0.58
C 0.1953 -4.8506 -1.1412  -0.42
H -0.8538 -3.8802 0.9910  0.26
C -1.9804 2.8465 -2.1786  -0.06
C 3.2017 4.3631 -0.3359  -0.05
H 4.7328 -1.4790 1.1649  0.23
C 0.1107 2.3880 -1.0653  0.13
H 0.6305 -5.4934 -0.3742  0.24
H -0.8838 0.5299 3.4185  0.22
H 4.9332 3.5405 0.6295  0.27
H -3.3824 -2.8337 3.7143  0.42
C 3.3767 2.0842 0.3872  0.08
H -5.0202 -0.2599 0.3503  0.23
H 1.5783 -1.3981 -4.3238  0.25
H -5.9830 -0.5739 3.0980  0.41
H -0.5878 -2.6256 -4.4251  0.24
C -1.4749 0.7210 -1.1789  0.09
H 3.8185 -1.4647 -0.3600  0.21
C 2.5391 -0.8234 2.6092  -0.09
N 0.2906 -3.4722 -0.6865  -0.36
O 0.6963 0.6379 2.0819  -0.59
O 2.8020 -0.6995 1.2195  -0.58
C 1.7389 0.4127 3.0290  -0.09
C -0.7298 3.3025 -1.7402  0.02
N -4.1181 -2.1486 3.6386  -0.77
H 1.7867 -0.5792 -2.7681  0.21
C -4.2185 -1.3820 2.5516  0.36
C 3.7464 -1.6333 0.7159  -0.26
C 0.0411 -3.3140 0.7346  -0.40
H -0.1420 -2.2631 0.9875  0.20
H 0.8785 -3.7036 1.3168  0.21
N 1.3287 6.2782 -1.7375  -0.58
O 0.9691 -1.3304 -0.7679  -0.74
H -1.7696 -0.2789 -0.8716  0.24
H -6.5759 0.2664 1.0135  0.23
H 3.9453 1.2875 0.8523  0.23

Values from the calculation:
net charge = +3
2S+1 = 3
gap between HOMO and LUMO (spin up / spin down) = 5.39 / 5.97 eV
⟨S²⟩ = 2.011
E_LUMO (spin up / spin down) = -9.954 / -9.371 eV
M = 585.656 g/mol



The following is a quantum chemistry calculation of a structure of composition C23H35GaIN4OPSSi in a non-equilibrium geometry, from the Open Molecules 2025 dataset.

Each line ends with the natural charge from an NBO analysis.
CARTESIAN COORDINATES (ANGSTROEM)
H -1.9630 3.5181 -3.1258  0.26
H -4.3401 3.4238 -2.4543  0.23
C -2.1540 2.2977 -1.3701  0.74
C 4.5602 -4.5723 -1.6245  -1.11
C 4.5165 0.7163 -0.3421  0.05
H -0.5588 4.2249 0.1382  0.24
C 3.5223 1.9255 4.3506  -0.16
P 1.1837 2.5589 0.4747  0.98
C -3.3810 2.8063 0.6803  -0.43
H 4.5694 3.7336 3.8677  0.24
C 1.8860 1.1958 2.7594  -0.22
H 1.5267 -4.0865 1.0116  0.24
H -2.5839 2.2445 1.1584  0.22
H 2.0864 -5.6010 0.3134  0.26
H 2.7008 2.6143 -1.4121  0.28
H -5.0225 3.8343 -0.8918  0.24
H -4.3477 2.3427 0.8851  0.23
N 3.2515 0.2967 -0.4364  -0.51
N -2.8159 -0.6416 0.4209  -0.32
C 3.1459 3.2137 2.3558  -0.21
H 4.8252 -5.4189 1.6537  0.26
H 0.5883 4.6868 1.4148  0.27
N -3.1687 2.8871 -0.7614  -0.37
C 5.5851 -0.1390 -0.1866  -0.25
S 1.3541 -1.5342 -0.6283  -0.19
H -0.7767 -2.8197 -0.6180  0.25
H 4.4043 -3.8810 2.4033  0.24
C -2.8889 -2.7922 0.0565  -0.29
H -3.0430 0.3113 0.6372  0.42
C 2.1158 3.3504 -0.8679  -0.95
H 2.3451 0.1466 4.5731  0.24
H 3.3785 4.0746 1.7401  0.22
O -1.3134 1.6110 -0.7190  -0.81
H -3.4028 3.8109 1.1034  0.24
H 5.6054 -4.2801 -1.7399  0.25
Ga 0.2650 0.3970 -0.2542  1.38
H 1.4524 -4.3531 -0.7407  0.23
C 2.0484 -4.5198 0.1572  -1.12
C 4.0235 -1.9887 -0.1689  -0.46
H -2.8441 2.0107 -3.3717  0.27
C 5.3260 -1.4946 -0.0939  -0.12
H 6.5934 0.2482 -0.1471  0.24
H 4.5226 -5.6636 -1.6318  0.25
C 2.1764 2.2968 1.9588  -0.31
H 2.7648 4.1269 -0.4629  0.27
H 5.8580 -4.0193 1.4169  0.24
H 4.0469 1.7802 5.2853  0.24
N -1.5880 -0.9628 -0.0191  -0.38
H 1.4077 3.8168 -1.5532  0.26
C -3.6272 -1.7101 0.4811  -0.02
H -4.6508 -1.6545 0.8122  0.26
H 4.0148 -4.2171 -2.5006  0.25
C 4.8177 -4.3376 1.5026  -1.11
H -0.6615 3.4751 1.7507  0.25
H 1.1261 0.4826 2.4468  0.20
C 3.0327 -1.0214 -0.3710  0.08
C 0.0155 3.8618 0.9910  -0.94
Si 3.8209 -3.9027 -0.0319  1.60
I -3.5084 -4.7661 -0.0735  0.28
C -2.0004 2.4642 -2.8496  -0.71
C 2.5624 1.0048 3.9518  -0.18
H 6.1475 -2.1900 0.0322  0.23
C -1.6243 -2.2768 -0.2427  -0.02
H -1.0894 1.9737 -3.1793  0.25
H -3.6782 4.7873 -1.5272  0.23
H 4.6799 1.7852 -0.3938  0.19
C -4.0968 3.7818 -1.4586  -0.42
C 3.8180 3.0221 3.5529  -0.18

Values from the calculation:
energy relative to the best compared isomer or geometry (same formula, charge and spin) = 44.7 kcal per mole
net charge = +2
gap between HOMO and LUMO = 7.73 eV
E_LUMO = -5.948 eV
M = 671.314 g/mol



The following is a quantum chemistry calculation of a structure of composition C23H35STc in a non-equilibrium geometry, from the Open Molecules 2025 dataset.

Each line ends with the natural charge from an NBO analysis.
CARTESIAN COORDINATES (ANGSTROEM)
H -3.6960 -2.3390 -0.3320  0.21
H -3.3224 -0.7432 1.3004  0.22
H 3.1990 -1.3603 1.1503  0.23
C -1.0438 0.5512 -1.8241  -0.57
H -1.4894 1.3266 -1.1677  0.30
H -3.8898 0.9244 -4.5041  0.23
H -0.3997 0.0244 4.1772  0.22
H 0.3231 3.0227 2.3402  0.24
H 1.8617 -0.3840 2.7258  0.23
H -1.9916 -0.7266 4.4125  0.23
Tc 0.4337 0.5262 -0.2629  0.80
C 1.6406 2.3388 -0.7848  -0.05
H 1.1543 -2.0610 -0.4925  0.24
C -2.9894 -2.7270 -1.0988  -0.60
C 0.3903 -1.4583 0.0961  -0.58
H -0.6370 -3.4224 -2.1971  0.22
C -1.0355 -1.4361 -0.1465  -0.10
H 1.7172 4.4070 -1.2383  0.25
S -1.9372 0.7777 2.5464  0.18
C 1.3402 3.4791 -1.6806  -0.65
C -2.0182 1.6498 -3.7007  -0.27
H -4.1544 -0.8653 -2.7907  0.23
H -1.6237 -1.7132 0.7169  0.22
C -1.0079 -2.4380 -2.4859  -0.60
C -1.8610 -1.7362 -1.3988  -0.17
H -1.5473 -2.5152 -3.4236  0.23
H 2.9952 0.9532 3.0161  0.25
C -1.4800 0.1859 4.1593  -0.75
C -2.2082 -0.4172 -1.9182  0.11
C -3.2532 -0.1841 -2.7766  -0.23
H -1.7313 0.9689 4.8869  0.23
H -4.2931 0.3802 2.3165  0.24
H 2.6817 -0.3424 -2.6909  0.24
H -3.5707 -3.0500 -1.9580  0.23
H -2.5619 -3.6221 -0.6375  0.23
C 0.5857 3.3446 1.3298  -0.65
C 2.5601 0.3784 0.0655  -0.04
H -0.0959 -1.8708 -2.7781  0.21
C 1.9585 1.1310 1.1617  -0.08
C -0.8749 1.4430 -2.9415  -0.07
H -3.4743 -1.0329 3.0789  0.23
H 3.9620 0.8648 -2.5426  0.25
C 1.3845 2.3380 0.6138  -0.01
C 2.3286 1.1122 -1.1440  -0.05
H 0.2657 3.6217 -1.8064  0.24
C 2.0099 0.7098 2.5833  -0.64
H 1.2505 1.2411 3.1760  0.23
H 1.8066 3.3562 -2.6693  0.24
H 4.4550 -0.6638 0.1295  0.25
H -0.3238 3.6038 0.7937  0.24
C -3.4009 -0.2637 2.2846  -0.73
H -1.8491 2.3621 -4.5040  0.22
C 3.3771 -0.8617 0.1916  -0.64
H 1.1718 4.2564 1.4092  0.25
C -3.1609 0.9047 -3.6975  -0.16
H 0.4715 -1.4820 1.2160  0.24
C 2.8668 0.7236 -2.4724  -0.64
H 3.1464 -1.5657 -0.6100  0.23
H 2.4089 1.3199 -3.2673  0.23
H 0.0751 1.9546 -3.0517  0.20

Values from the calculation:
net charge = +1
2S+1 = 4
gap between HOMO and LUMO (spin up / spin down) = 5.14 / 6.98 eV
⟨S²⟩ = 3.837
E_LUMO (spin up / spin down) = -3.957 / -4.170 eV
M = 441.600 g/mol



Look up the net charge of the first one. +3